This record from the Open Molecules 2025 dataset describes C4H11NO3S as an isolated structure. The level of theory is ωB97M-V with the def2-TZVPD basis set.

The geometry in XYZ format:
```
20
Properties=species:S:1:pos:R:3:mulliken_charge:R:1
C -0.091 -1.257 1.355 -1.235
C -0.555 0.881 -1.873 -1.106
C -0.345 -0.990 -0.125 -0.485
C -0.326 0.506 -0.414 0.810
N 2.629 2.422 -0.018 -0.560
O 3.826 0.188 -0.168 -0.493
O 2.874 0.897 -2.198 -0.497
O 0.042 1.295 0.425 -0.702
S 3.974 1.139 -1.240 0.718
H -0.730 -0.649 1.878 0.355
H 0.914 -0.981 1.564 0.293
H -0.452 -2.220 1.625 0.404
H 0.432 0.910 -2.258 0.232
H -1.027 1.848 -1.842 0.349
H -1.281 0.245 -2.383 0.383
H -1.392 -1.222 -0.301 0.308
H 0.267 -1.396 -0.867 0.412
H 1.682 2.207 -0.246 0.212
H 2.869 1.830 0.728 0.349
H 2.743 3.376 0.267 0.254
```

Results
Multiplicity   1
HOMO level   -9.742 eV
Frontier orbital gap   0.36425 Ha
ΔE to the lowest compared entry with this formula, charge and spin   0.787 eV
M   153.20 g/mol